Computed, not measured: C5H12O3Zn as an isolated structure at a distorted geometry, with ωB97M-V with the def2-TZVPD basis set.

As for the spin multiplicity: 2. Its net charge is +1. The LUMO energy (spin up / spin down) comes out at -4.917 / -5.147 eV. The calculation puts the gap between HOMO and LUMO (spin up / spin down) at 8.43 / 8.19 eV. The total energy comes out at -59929.1969 eV. The calculation puts the relative energy (zero: lowest compared OMol25 entry of this formula, charge and spin) at 0.072 eV.

Atoms and positions in Å:
H (-0.241, -2.374, -2.931)
C (2.303, 1.390, -1.340)
O (2.671, 0.096, -0.981)
C (1.185, 1.919, -0.444)
O (0.188, 0.886, -0.392)
C (-0.825, 1.019, 0.596)
C (-1.576, -0.291, 0.630)
O (-0.629, -1.327, 0.889)
C (-1.222, -2.573, 1.239)
Zn (1.130, -0.844, -0.346)
H (1.953, 1.434, -2.391)
H (3.148, 2.099, -1.256)
H (0.731, 2.841, -0.834)
H (1.555, 2.095, 0.579)
H (-1.506, 1.842, 0.338)
H (-0.361, 1.240, 1.570)
H (-2.073, -0.525, -0.324)
H (-2.340, -0.263, 1.419)
H (-0.406, -3.297, 1.344)
H (-1.770, -2.461, 2.184)
H (-1.914, -2.905, 0.452)